(1)
Below is a cluster of 14 separate species, C51H87F5O24 in total in a non-equilibrium geometry, with properties calculated with ωB97M-V with the def2-TZVPD basis set.

```
! wB97M-V def2-TZVPD RIJCOSX def2/J DEFGRID3
* xyz 0 1
C -5.584 -3.846 0.721
C -4.135 -3.550 1.310
C -3.572 -2.400 0.474
O -4.628 -1.925 -0.365
C -5.491 -3.033 -0.611
H -6.282 -3.375 1.402
H -5.807 -4.910 0.539
H -3.468 -4.392 1.360
H -4.268 -3.293 2.334
H -2.636 -2.667 -0.115
H -3.193 -1.589 1.062
H -5.115 -3.693 -1.399
H -6.555 -2.682 -1.037
C 1.085 4.814 1.468
C 1.255 5.162 0.040
C 0.387 4.174 -0.639
O -0.622 3.790 0.342
C -0.417 4.531 1.560
H 1.424 5.500 2.178
H 1.651 3.882 1.679
H 2.237 5.222 -0.359
H 0.817 6.131 -0.094
H 0.861 3.231 -0.847
H -0.087 4.511 -1.550
H -0.835 4.044 2.453
H -0.904 5.534 1.708
C 1.809 3.618 -5.103
C 0.392 3.467 -4.420
C 0.282 1.920 -4.222
O 1.545 1.392 -4.630
C 1.909 2.274 -5.707
H 2.655 3.709 -4.384
H 1.939 4.380 -5.790
H -0.286 3.891 -5.175
H 0.394 4.098 -3.535
H -0.507 1.450 -4.753
H 0.113 1.676 -3.227
H 1.332 2.134 -6.639
H 2.988 1.974 -5.929
C 6.039 2.964 1.024
C 4.886 1.962 0.711
C 3.907 2.870 -0.111
O 4.246 4.247 0.114
C 5.282 4.327 1.044
H 6.710 2.989 0.170
H 6.567 2.594 1.886
H 4.449 1.680 1.652
H 5.323 1.117 0.114
H 2.809 2.685 0.116
H 4.164 2.632 -1.148
H 4.891 4.464 2.040
H 5.981 5.162 0.774
C -0.805 -5.502 0.829
C 0.606 -5.392 0.185
C 0.354 -5.761 -1.347
O -1.067 -5.741 -1.622
C -1.789 -5.593 -0.381
H -1.000 -4.633 1.426
H -0.928 -6.401 1.465
H 1.329 -6.082 0.633
H 1.122 -4.382 0.357
H 0.827 -6.732 -1.592
H 0.855 -5.015 -1.983
H -2.492 -6.410 -0.349
H -2.293 -4.649 -0.482
C -0.094 -2.300 -4.795
C -0.816 -3.351 -3.934
C -2.152 -2.765 -3.646
O -2.149 -1.435 -4.248
C -1.270 -1.485 -5.359
H 0.461 -2.838 -5.563
H 0.566 -1.612 -4.201
H -0.122 -3.436 -3.050
H -0.853 -4.297 -4.440
H -2.386 -2.631 -2.561
H -2.963 -3.317 -4.115
H -1.009 -0.481 -5.676
H -1.768 -1.963 -6.239
C 1.198 -1.390 -0.775
C -0.248 -0.815 -0.830
C -0.238 0.350 0.137
O 1.110 0.688 0.338
C 1.975 -0.048 -0.535
H 1.519 -1.903 -1.686
H 1.366 -2.040 0.074
H -0.887 -1.672 -0.552
H -0.367 -0.508 -1.870
H -0.668 0.148 1.113
H -0.734 1.211 -0.230
H 2.936 -0.115 -0.058
H 2.134 0.555 -1.402
C -5.089 -0.012 5.520
C -4.966 -0.695 4.129
C -3.465 -0.616 3.806
O -2.761 -0.252 5.013
C -3.691 0.633 5.705
H -5.384 -0.649 6.344
H -5.888 0.739 5.464
H -5.474 -0.080 3.454
H -5.325 -1.721 4.108
H -3.210 0.073 3.003
H -2.978 -1.526 3.418
H -3.724 1.567 5.265
H -3.463 0.651 6.736
C 0.886 2.844 6.034
C 0.443 2.830 4.567
C -0.163 1.419 4.355
O 0.363 0.669 5.431
C 1.394 1.382 6.129
H 0.035 2.965 6.741
H 1.610 3.645 6.129
H 1.294 3.042 3.931
H -0.218 3.626 4.427
H 0.184 1.057 3.349
H -1.216 1.329 4.498
H 2.346 1.456 5.580
H 1.421 0.980 7.172
C -3.592 0.933 -2.787
C -3.911 1.349 -1.312
O -3.594 2.746 -1.231
C -2.729 2.967 -2.236
O -2.248 4.034 -2.426
O -2.550 1.900 -2.989
F -3.085 0.758 -0.427
H -4.433 1.033 -3.465
H -3.194 -0.044 -2.967
H -4.936 1.304 -0.997
C 4.535 -1.288 -4.616
C 4.076 -0.186 -3.659
O 4.639 1.007 -4.141
C 5.335 0.746 -5.284
O 5.960 1.556 -5.891
O 5.124 -0.522 -5.663
F 4.684 -0.391 -2.446
H 3.702 -1.894 -5.000
H 5.340 -1.922 -4.224
H 2.969 0.063 -3.565
C -4.626 4.469 1.442
C -4.133 3.928 2.746
O -4.518 2.563 2.800
C -5.327 2.272 1.798
O -5.621 1.173 1.524
O -5.557 3.405 1.076
F -4.667 4.609 3.714
H -3.950 4.610 0.546
H -5.152 5.388 1.581
H -3.070 3.981 2.938
C 4.797 -4.198 0.114
C 5.900 -4.369 -0.881
O 5.466 -3.724 -2.009
C 4.121 -3.510 -1.920
O 3.513 -3.138 -2.850
O 3.696 -3.774 -0.695
F 6.037 -5.697 -1.239
H 5.030 -3.429 0.857
H 4.552 -5.109 0.694
H 6.939 -3.984 -0.647
C 1.881 -1.042 3.006
C 0.636 -1.933 3.313
O 1.270 -3.195 3.603
C 2.564 -3.190 3.313
O 3.298 -4.138 3.342
O 3.013 -1.933 3.109
F -0.143 -2.129 2.232
H 1.922 -0.271 3.810
H 1.854 -0.586 2.005
H 0.028 -1.659 4.171
*
```

Output
energy above the lowest of the compared OMol25 structures with the same formula, charge and spin	0.0000	eV
largest force on an atom	0.0717	hartree/bohr
frontier orbital gap	0.3621	hartree
E_LUMO	0.42	eV
E_tot	-117020.27415	eV


(2)
Below is an isolated molecule of C6H4 in a non-equilibrium geometry, with properties calculated with ωB97M-V with the def2-TZVPD basis set.

```
! wB97M-V def2-TZVPD RIJCOSX def2/J DEFGRID3
* xyz 0 1
C 0.944 -2.491 -2.447
C 0.600 -1.657 -1.620
C 0.379 -0.719 -0.659
C 0.133 0.046 0.238
C -0.250 0.802 1.360
C -0.806 2.019 1.325
H 1.222 -3.284 -3.110
H -0.137 0.283 2.331
H -1.037 2.550 2.237
H -1.048 2.451 0.346
*
```

Output
energy above the lowest of the compared OMol25 structures with the same formula, charge and spin	0.0648	eV
SMILES	C#CC#CC=C
largest force on an atom	0.0567	hartree/bohr
frontier orbital gap	0.3363	hartree
E_LUMO	0.26	eV
E_tot	-6282.41035	eV


(3)
Below is the ion C22H33BrF3N2O3 with charge +1 in a non-equilibrium geometry, with properties calculated with ωB97M-V with the def2-TZVPD basis set.

```
! wB97M-V def2-TZVPD RIJCOSX def2/J DEFGRID3
* xyz 1 1
C -1.125 0.574 3.923
C 0.383 1.217 3.586
C 1.031 0.608 2.167
C 2.535 0.216 2.654
C 0.735 1.376 0.797
C 0.296 2.984 1.022
F -0.946 3.243 1.746
F 0.096 3.756 -0.231
F 1.379 3.743 1.759
C 1.893 1.595 -0.361
C 3.250 0.720 -0.359
C 4.251 0.865 -1.652
O 4.737 2.112 -1.893
Br 4.851 -0.616 -2.861
N 1.331 1.480 -1.796
C 1.028 0.038 -2.135
C 0.172 -0.527 -0.812
O 0.887 -1.647 -0.122
C 0.736 -2.889 -0.900
C 2.050 -3.830 -0.529
C 1.761 -5.431 -0.771
O 2.323 -3.645 0.914
N -0.311 0.575 0.065
C -1.650 0.390 0.584
C -2.897 0.375 -0.543
C -3.503 -1.094 -1.054
C -4.728 -1.281 -2.126
C -5.441 0.063 -2.737
C -4.858 1.525 -2.240
C -3.611 1.708 -1.158
C -3.173 3.222 -0.722
H -1.228 0.366 5.093
H -1.912 1.423 3.684
H -1.344 -0.410 3.324
H 0.991 0.846 4.549
H 0.430 2.374 3.683
H 0.479 -0.458 2.125
H 3.288 1.126 2.586
H 2.872 -0.706 1.970
H 2.643 -0.213 3.733
H 2.351 2.704 -0.357
H 3.934 1.176 0.512
H 3.159 -0.424 -0.157
H 0.419 1.989 -1.938
H 1.953 1.974 -2.507
H 0.317 0.064 -3.094
H 1.946 -0.625 -2.409
H -0.732 -1.105 -1.341
H -0.285 -3.414 -0.577
H 0.694 -2.739 -2.064
H 2.972 -3.411 -1.116
H 1.534 -5.611 -1.916
H 0.897 -5.794 -0.063
H 2.747 -6.007 -0.464
H 1.436 -3.817 1.386
H -2.091 1.072 1.413
H -1.714 -0.716 1.041
H -2.996 -2.067 -0.621
H -5.144 -2.348 -2.462
H -6.353 -0.019 -3.488
H -5.390 2.479 -2.710
H -2.203 3.496 -1.316
H -3.129 3.425 0.429
H -4.023 3.947 -1.144
*
```

Output
SMILES	CC[C@H](C)[C@@]1(C(F)(F)F)[C@@H](CC(=O)Br)[NH2+]C[C@@H](OC[C@H](C)O)N1Cc1ccccc1C
largest force on an atom	0.1768	hartree/bohr
frontier orbital gap	0.2662	hartree
E_LUMO	-3.68	eV
E_tot	-110643.63108	eV


(4)
Below is a structure of composition C19H23F5IrNP in a non-equilibrium geometry, with properties calculated with ωB97M-V with the def2-TZVPD basis set.

```
! wB97M-V def2-TZVPD RIJCOSX def2/J DEFGRID3
* xyz 2 6
C -2.768 0.606 -3.332
C -2.448 -0.654 -2.825
C -1.558 -0.829 -1.756
C -1.039 0.339 -1.156
C -1.304 1.610 -1.697
C -2.185 1.737 -2.761
C -1.310 -2.230 -1.298
C 0.124 -2.766 -1.113
N 1.185 -1.789 -0.914
Ir 0.024 0.421 0.621
C -0.646 2.811 -1.099
P 0.847 2.222 -0.171
H -2.901 -1.534 -3.282
H -2.434 2.742 -3.104
H -3.450 0.716 -4.166
H -1.285 3.301 -0.348
H -0.318 3.547 -1.844
H -1.871 -2.409 -0.374
H -1.762 -2.909 -2.033
H 0.116 -3.429 -0.241
C 1.239 3.504 1.012
C 2.114 2.287 -1.468
H 0.402 -3.325 -2.019
C 1.693 -1.196 -2.148
C 2.232 -2.261 -0.021
H 1.724 0.712 1.502
H 2.139 -2.011 -2.747
H 0.858 -0.711 -2.678
H 2.433 -0.435 -1.874
H 2.793 -3.037 -0.559
H 2.881 -1.425 0.272
H 1.762 -2.751 0.845
H 2.341 3.332 -1.702
H 3.039 1.812 -1.129
H 1.812 1.797 -2.399
H 1.520 4.410 0.460
H 0.336 3.666 1.622
H 2.088 3.136 1.606
H 1.795 -0.029 1.241
F -1.108 -2.563 1.608
C -0.975 -1.644 2.613
C -0.565 -0.320 2.398
C -0.437 0.572 3.474
F -0.078 1.879 3.295
C -0.726 0.154 4.756
F -0.583 1.015 5.788
C -1.174 -1.156 4.957
F -1.467 -1.566 6.203
C -1.317 -2.049 3.895
F -1.789 -3.299 4.088
*
```

Output
expectation value of S²	8.799
largest force on an atom	0.1118	hartree/bohr
frontier orbital gap (alpha / beta)	0.2620 / 0.1751	hartree
E_LUMO (alpha / beta)	-5.86 / -10.54	eV
E_tot	-47256.80638	eV